No. 1
Formula: C29H34Cl3N3O2PdSbSi
Source: OMol25
Level of theory: ωB97M-V/def2-TZVPD

Values from the calculation:
highest occupied orbital energy (spin up / spin down) = -10.817 / -10.774 eV
lowest unoccupied orbital energy (spin up / spin down) = -4.46 / -4.40 eV
relative energy (zero: lowest compared OMol25 entry of this formula, charge and spin) = 28.5 kcal/mol

```
! wB97M-V def2-TZVPD RIJCOSX def2/J DEFGRID3
* xyz 1 1
Pd -0.523 -0.193 -0.559
C 3.813 0.887 -2.413
O 3.621 1.514 -1.143
C 2.402 1.166 -0.730
N 1.759 0.314 -1.439
C 2.660 -0.135 -2.499
C 2.013 -0.276 -3.851
C 0.779 -0.910 -3.933
C 0.199 -1.137 -5.171
C 0.836 -0.719 -6.329
C 2.056 -0.071 -6.245
C 2.651 0.135 -5.013
C 1.918 1.717 0.538
C 2.717 2.493 1.375
C 2.203 2.884 2.603
C 0.932 2.468 2.971
C 0.210 1.690 2.066
N 0.687 1.349 0.873
C -1.085 1.091 2.383
N -1.720 0.310 1.589
C -2.861 -0.222 2.325
C -2.854 0.626 3.626
O -1.603 1.311 3.589
C -4.176 -0.211 1.586
C -5.367 -0.185 2.305
C -6.581 -0.242 1.644
C -6.617 -0.330 0.263
C -5.433 -0.370 -0.454
C -4.216 -0.318 0.204
H 4.801 0.432 -2.439
H 3.741 1.666 -3.181
H 3.002 -1.137 -2.195
H 0.302 -1.254 -3.015
H -0.743 -1.659 -5.244
H 0.394 -0.903 -7.297
H 2.561 0.266 -7.138
H 3.619 0.612 -4.983
H 3.713 2.759 1.057
H 2.800 3.478 3.277
H 0.504 2.710 3.931
H -2.622 -1.274 2.548
H -2.898 0.029 4.537
H -3.649 1.380 3.631
H -5.345 -0.146 3.383
H -7.499 -0.228 2.209
H -7.564 -0.385 -0.250
H -5.473 -0.462 -1.531
H -3.277 -0.389 -0.344
C 0.112 2.608 -4.581
C -1.177 2.876 -3.835
Sb -1.636 1.448 -2.234
C -2.794 -0.063 -3.315
C -3.621 0.483 -4.459
C -3.292 2.648 -1.469
C -2.894 3.427 -0.228
H 0.243 3.343 -5.373
H 0.102 1.621 -5.038
H 0.965 2.681 -3.905
H -2.039 2.833 -4.498
H -1.154 3.860 -3.368
H -3.434 -0.527 -2.564
H -2.097 -0.823 -3.664
H -4.232 1.323 -4.137
H -4.287 -0.294 -4.824
H -2.992 0.805 -5.287
H -4.129 1.985 -1.251
H -3.580 3.333 -2.265
H -2.547 2.747 0.550
H -3.748 3.984 0.153
H -2.094 4.133 -0.451
Cl 0.044 -3.956 -1.738
Si -0.925 -2.549 -0.601
Cl 0.742 -1.921 0.818
Cl -2.186 -3.528 0.687
*
```



No. 2
Formula: C29H34CrN2O7S2Te
Source: OMol25
Level of theory: ωB97M-V/def2-TZVPD

Values from the calculation:
highest occupied orbital energy (spin up / spin down) = -16.686 / -16.682 eV
lowest unoccupied orbital energy (spin up / spin down) = -10.92 / -10.30 eV
expectation value of S² = 0.770

```
! wB97M-V def2-TZVPD RIJCOSX def2/J DEFGRID3
* xyz 3 2
Cr 0.762 -1.092 1.130
O 1.704 -0.658 2.764
S 2.681 -1.994 3.175
O 2.729 -2.094 4.580
O 1.904 -2.840 2.340
C 4.333 -1.737 2.613
C 5.307 -2.341 3.389
C 6.608 -2.480 2.890
C 6.902 -2.015 1.623
C 5.957 -1.256 0.918
C 4.655 -1.086 1.416
S 3.616 -0.373 0.294
O 4.320 -0.090 -0.880
O 3.178 0.943 1.022
O 2.458 -1.231 0.095
H 4.973 -2.799 4.331
H 7.343 -3.053 3.425
H 7.879 -2.090 1.182
H 6.220 -0.850 -0.019
C -1.342 -4.676 -2.311
C -0.139 -4.586 -1.391
C -0.190 -3.424 -0.571
N -0.217 -2.456 0.022
H -1.239 -5.637 -2.852
H -1.349 -3.912 -3.045
H -2.275 -4.625 -1.772
H 0.812 -4.504 -1.959
H -0.140 -5.456 -0.775
C 2.115 2.726 2.016
C 1.975 1.237 1.753
O 2.099 0.667 2.980
N 0.794 0.791 1.085
Te -0.514 2.103 0.176
C -0.623 1.316 -1.665
C 0.402 1.824 -2.537
C 1.641 2.484 -1.923
C 0.317 1.651 -3.883
C -0.769 0.999 -4.498
C -0.678 0.850 -5.958
C -1.774 0.457 -3.659
C -1.725 0.626 -2.275
C -2.850 -0.048 -1.507
C -2.437 1.699 0.914
C -2.688 0.565 1.687
C -1.672 -0.209 2.456
C -3.984 0.359 2.107
C -5.021 1.262 1.815
C -6.413 1.040 2.379
C -4.749 2.401 1.030
C -3.442 2.564 0.500
C -3.249 3.699 -0.494
H 2.916 2.950 2.705
H 1.173 3.155 2.338
H 2.281 3.200 1.066
H 1.322 3.481 -1.533
H 2.406 2.700 -2.625
H 2.206 1.802 -1.224
H 1.131 2.112 -4.465
H -1.443 0.249 -6.432
H 0.274 0.400 -6.188
H -0.720 1.797 -6.409
H -2.591 -0.038 -4.191
H -3.237 -0.858 -2.162
H -3.647 0.656 -1.335
H -2.583 -0.456 -0.458
H -2.120 -0.941 3.069
H -1.007 0.347 3.052
H -0.977 -0.772 1.701
H -4.146 -0.457 2.823
H -6.364 0.895 3.467
H -6.806 0.119 1.935
H -7.142 1.857 2.206
H -5.471 3.110 0.709
H -4.172 3.926 -1.021
H -2.441 3.489 -1.203
H -3.044 4.628 0.041
*
```



No. 3
Formula: C29H34IInN6O3S3
Source: OMol25
Level of theory: ωB97M-V/def2-TZVPD

Values from the calculation:
highest occupied orbital energy = -6.903 eV
lowest unoccupied orbital energy = -0.59 eV
relative energy (zero: lowest compared OMol25 entry of this formula, charge and spin) = 0.0 kcal/mol

```
! wB97M-V def2-TZVPD RIJCOSX def2/J DEFGRID3
* xyz 0 1
In 0.104 0.550 0.450
O -3.583 -2.949 7.011
C -2.325 -2.456 7.406
N -1.927 -1.281 6.664
C -1.142 -1.379 5.556
O -0.674 -2.428 5.157
C -0.877 -0.094 4.827
C -0.842 1.155 5.428
C -0.582 2.272 4.651
C -0.378 2.104 3.294
N -0.400 0.901 2.713
C -0.630 -0.176 3.464
H -3.482 -3.397 6.164
H -1.539 -3.196 7.273
H -2.415 -2.197 8.458
H -2.457 -0.437 6.804
H -0.988 1.259 6.497
H -0.534 3.261 5.086
H -0.194 2.943 2.636
H -0.633 -1.143 2.978
S 5.240 -1.584 -3.011
C 4.476 -0.414 -2.133
S 3.792 -0.801 -0.579
C 3.213 0.819 -0.418
N 3.513 1.586 -1.397
N 4.225 0.913 -2.366
C 4.628 1.726 -3.484
C 5.351 1.209 -4.554
C 5.720 2.048 -5.598
C 5.377 3.388 -5.596
C 4.646 3.892 -4.530
C 4.269 3.075 -3.479
S 2.290 1.355 0.972
H 5.621 0.169 -4.580
H 6.282 1.631 -6.423
H 5.676 4.034 -6.411
H 4.358 4.936 -4.511
H 3.699 3.477 -2.658
C 1.375 -0.232 -2.847
C -0.080 -0.404 -3.283
C -0.821 0.933 -3.311
C -0.781 -1.566 -2.580
C -0.888 -2.722 -3.352
C -1.472 -3.881 -2.874
C -1.950 -3.889 -1.577
C -1.865 -2.766 -0.761
C -2.312 -2.959 0.683
C -3.293 -1.940 1.265
C -1.068 -3.123 1.567
C -1.283 -1.568 -1.250
N -1.342 -0.431 -0.434
H 1.896 0.477 -3.497
H 1.910 -1.183 -2.877
H 1.469 0.157 -1.831
H -0.025 -0.721 -4.327
H -0.823 1.422 -2.341
H -1.861 0.795 -3.614
H -0.344 1.603 -4.031
H -0.500 -2.705 -4.365
H -1.548 -4.761 -3.500
H -2.414 -4.787 -1.182
H -2.842 -3.916 0.691
H -2.839 -0.961 1.390
H -3.648 -2.301 2.236
H -4.164 -1.817 0.617
H -0.382 -2.285 1.411
H -0.523 -4.031 1.304
H -1.318 -3.170 2.631
N -2.907 1.766 -0.285
C -2.084 2.737 0.014
O -0.915 2.539 0.447
C -2.446 4.196 -0.146
I -4.466 4.657 -0.614
H -2.477 0.762 -0.302
H -3.814 1.982 -0.665
H -1.834 4.602 -0.947
H -2.200 4.717 0.773
*
```



No. 4
Formula: C29H34N3O6
Source: OMol25
Level of theory: ωB97M-V/def2-TZVPD

Values from the calculation:
highest occupied orbital energy = -9.989 eV
lowest unoccupied orbital energy = -2.30 eV
relative energy (zero: lowest compared OMol25 entry of this formula, charge and spin) = 15.5 kcal/mol

```
! wB97M-V def2-TZVPD RIJCOSX def2/J DEFGRID3
* xyz 1 1
C 39.584 18.176 2.410
C 39.942 19.029 3.519
N 41.070 18.395 4.273
C 42.434 18.591 4.246
C 43.108 17.822 5.228
N 41.997 17.046 5.772
C 40.920 17.519 5.268
C 42.158 16.216 7.022
H 38.582 18.286 2.103
H 39.705 17.156 2.545
H 40.134 18.434 1.475
H 39.167 18.925 4.410
H 40.234 20.097 3.081
H 42.826 19.110 3.460
H 43.994 17.482 5.626
H 39.923 17.076 5.663
H 42.409 16.658 7.987
H 43.044 15.665 7.176
H 41.410 15.470 7.159
N 37.518 16.421 4.379
C 36.508 16.900 3.693
C 35.927 16.329 2.512
C 36.430 15.143 2.016
C 37.466 14.630 2.855
C 38.146 15.354 3.887
H 36.036 17.789 4.164
H 35.020 16.825 2.114
H 35.890 14.862 1.234
H 37.823 13.704 2.529
H 39.014 14.764 4.395
C 36.307 19.756 0.878
C 35.106 18.966 0.186
C 33.929 18.810 0.907
C 33.753 19.247 2.257
C 34.863 19.846 2.919
C 36.123 20.047 2.175
O 37.134 20.715 2.874
O 32.966 18.098 0.265
H 37.288 19.814 0.284
H 35.352 18.654 -0.864
H 32.952 19.407 2.655
H 34.896 20.099 3.972
H 36.910 20.801 3.803
H 33.371 17.609 -0.411
C 40.722 14.411 9.949
C 40.078 13.648 8.781
C 38.805 14.092 8.259
C 38.356 15.334 8.676
C 38.987 16.073 9.620
C 40.159 15.691 10.203
O 40.878 16.610 10.967
O 38.067 13.331 7.479
H 41.595 13.933 10.470
H 40.527 12.741 8.552
H 37.569 15.843 8.253
H 38.661 17.102 9.983
H 40.781 17.619 11.201
H 37.230 13.708 7.199
C 38.469 21.928 -1.413
C 38.588 21.898 -2.886
C 39.892 21.344 -3.362
C 40.886 20.896 -2.511
C 40.575 20.885 -1.128
C 39.391 21.329 -0.554
O 39.208 21.242 0.860
O 40.220 21.320 -4.610
H 37.692 22.418 -0.848
H 37.892 22.183 -3.559
H 41.813 20.750 -2.712
H 41.374 20.554 -0.557
H 38.488 21.624 1.330
H 40.850 20.676 -4.632
*
```



In order of appearance, max |F| = 2.0 2.8 0.5 11.8 eV Å⁻¹.